# 1
A single C4H6BrNS molecule in a non-equilibrium geometry. Source: the OMol25 dataset; level of theory: wB97M-V/def2-TZVPD.

- Frontier orbital gap: 9.5 eV
- Relative energy (zero: lowest compared OMol25 entry of this formula, charge and spin): 1.3183 eV
- SMILES string: C[C@H]1CN=C(Br)S1
- DFT total energy: -3182.92184 Eh

Structure (XYZ):
```
13
C4H6BrNS wB97M-V/def2-TZVPD
C 1.221 -1.082 -0.427
C 0.359 0.134 -0.727
C -1.121 -0.150 -0.333
N -1.539 0.450 0.923
C -0.786 1.275 1.471
Br -0.985 2.304 2.921
S 0.978 1.478 0.377
H 2.152 -0.858 -0.775
H 1.013 -1.933 -1.065
H 1.244 -1.188 0.629
H 0.539 0.564 -1.750
H -1.810 0.192 -1.030
H -1.265 -1.186 -0.212
```

Here are the natural (NBO) charges for atoms 1 to 6, given in e:
1 C -0.625
2 C -0.343
3 C -0.242
4 N -0.428
5 C 0.087
6 Br 0.191

=====

# 2
A single C19H25N3O3S molecule in a non-equilibrium geometry. Source: the OMol25 dataset; level of theory: wB97M-V/def2-TZVPD.

- Frontier orbital gap: 9.2 eV
- Relative energy (zero: lowest compared OMol25 entry of this formula, charge and spin): 2.0766 eV
- SMILES string: CC(C)CCNC(=O)c1cc(S(=O)(=O)N2CCc3ccccc32)cn1C
- DFT total energy: -1527.20422 Eh

Structure (XYZ):
```
51
C19H25N3O3S wB97M-V/def2-TZVPD
C -7.700 -0.805 0.736
C -6.776 -0.050 -0.219
C -7.189 -0.320 -1.664
C -5.322 -0.458 0.043
C -4.310 0.385 -0.734
N -2.953 0.076 -0.344
C -2.163 0.961 0.308
O -2.518 2.101 0.556
C -0.829 0.436 0.656
C -0.223 -0.760 0.308
C 1.058 -0.750 0.871
S 2.337 -1.939 0.588
O 3.258 -1.917 1.680
O 1.752 -3.184 0.192
N 3.118 -1.301 -0.767
C 2.387 -1.421 -2.028
C 2.009 0.007 -2.467
C 2.883 0.852 -1.585
C 3.107 2.211 -1.591
C 3.949 2.753 -0.626
C 4.546 1.942 0.325
C 4.323 0.571 0.342
C 3.489 0.042 -0.623
C 1.204 0.449 1.533
N 0.067 1.156 1.402
C -0.150 2.462 1.960
H -7.625 -1.877 0.568
H -7.437 -0.600 1.771
H -8.734 -0.506 0.581
H -6.873 1.023 -0.021
H -6.617 0.289 -2.358
H -8.242 -0.087 -1.802
H -7.037 -1.368 -1.913
H -5.191 -1.513 -0.214
H -5.110 -0.344 1.109
H -4.414 0.216 -1.810
H -4.459 1.446 -0.523
H -2.645 -0.875 -0.455
H -0.624 -1.568 -0.271
H 1.534 -2.080 -1.876
H 3.058 -1.887 -2.756
H 2.209 0.166 -3.526
H 0.954 0.229 -2.282
H 2.635 2.844 -2.328
H 4.138 3.816 -0.620
H 5.198 2.381 1.065
H 4.766 -0.070 1.086
H 2.048 0.810 2.085
H 0.735 2.759 2.519
H -0.345 3.184 1.166
H -1.018 2.455 2.618
```

Here are the natural (NBO) charges for atoms 1 to 6, given in e:
1 C -0.598
2 C -0.213
3 C -0.608
4 C -0.397
5 C -0.226
6 N -0.598

=====

# 3
A single C4H4FN molecule in a non-equilibrium geometry. Source: the OMol25 dataset; level of theory: wB97M-V/def2-TZVPD.

- Frontier orbital gap: 10.1 eV
- Relative energy (zero: lowest compared OMol25 entry of this formula, charge and spin): 1.1387 eV
- SMILES string: N#C/C=C\CF
- DFT total energy: -309.37997 Eh

Structure (XYZ):
```
10
C4H4FN wB97M-V/def2-TZVPD
N 2.608 -1.219 0.159
C 1.867 -0.363 -0.068
C 1.000 0.721 -0.172
C -0.331 0.652 0.091
C -1.270 -0.443 0.114
F -0.689 -1.705 -0.214
H 1.477 1.570 -0.604
H -0.822 1.626 0.274
H -1.810 -0.602 1.092
H -2.031 -0.237 -0.672
```

Here are the natural (NBO) charges for atoms 1 to 6, given in e:
1 N -0.287
2 C 0.240
3 C -0.327
4 C -0.131
5 C -0.004
6 F -0.362